10 unconnected molecules or ions with the total composition C48H80N4O20, computed with ωB97M-V/def2-TZVPD.

Element x y z (Å)
O: -6.280 2.679 -0.082
N: -5.339 3.359 0.060
O: -4.311 2.985 0.525
C: -5.444 4.729 -0.360
C: -6.652 5.170 -0.831
C: -6.791 6.479 -1.200
C: -5.696 7.344 -1.171
C: -4.480 6.850 -0.764
C: -4.355 5.555 -0.352
H: -7.504 4.512 -0.936
H: -7.676 6.836 -1.715
H: -5.875 8.339 -1.552
H: -3.582 7.457 -0.722
H: -3.390 5.200 -0.013
O: -2.651 -4.208 -1.818
N: -2.542 -5.169 -1.087
O: -3.224 -6.181 -1.068
C: -1.513 -5.036 -0.105
C: -0.911 -3.822 0.070
C: 0.072 -3.676 1.042
C: 0.482 -4.781 1.741
C: -0.185 -5.991 1.620
C: -1.202 -6.093 0.694
H: -1.118 -2.949 -0.546
H: 0.550 -2.714 1.157
H: 1.309 -4.730 2.448
H: 0.101 -6.836 2.224
H: -1.705 -7.040 0.507
O: 3.196 2.215 -1.193
N: 4.241 1.822 -1.678
O: 5.324 1.986 -1.205
C: 4.137 0.991 -2.874
C: 5.209 0.216 -3.245
C: 5.065 -0.622 -4.328
C: 3.940 -0.527 -5.124
C: 2.849 0.225 -4.702
C: 2.965 0.995 -3.571
H: 6.074 0.180 -2.601
H: 5.926 -1.222 -4.598
H: 3.881 -1.126 -6.030
H: 1.892 0.211 -5.202
H: 2.114 1.601 -3.291
O: 3.460 0.281 5.641
N: 3.364 -0.074 4.502
O: 2.430 0.119 3.774
C: 4.520 -0.664 3.877
C: 5.652 -0.879 4.635
C: 6.718 -1.555 4.095
C: 6.666 -2.000 2.787
C: 5.513 -1.809 2.039
C: 4.412 -1.186 2.610
H: 5.658 -0.584 5.678
H: 7.603 -1.781 4.673
H: 7.471 -2.571 2.341
H: 5.441 -2.161 1.016
H: 3.471 -1.098 2.074
C: -8.336 -2.358 -3.891
O: -7.556 -1.900 -2.839
C: -8.117 -2.188 -1.575
C: -7.131 -1.884 -0.477
O: -5.984 -2.668 -0.633
C: -5.069 -2.438 0.388
H: -9.284 -1.821 -4.010
H: -8.547 -3.436 -3.800
H: -7.732 -2.243 -4.794
H: -8.334 -3.279 -1.486
H: -9.076 -1.675 -1.393
H: -7.625 -2.015 0.505
H: -6.883 -0.797 -0.477
H: -4.774 -1.380 0.441
H: -4.155 -3.002 0.198
H: -5.413 -2.715 1.399
C: -2.438 0.311 0.703
O: -1.615 -0.714 1.223
C: -0.514 -0.263 1.913
C: 0.609 0.154 1.035
O: 1.047 -1.025 0.425
C: 2.203 -0.868 -0.313
H: -3.043 0.702 1.556
H: -3.211 0.006 0.007
H: -1.965 1.233 0.340
H: -0.137 -1.095 2.513
H: -0.761 0.526 2.635
H: 1.392 0.593 1.666
H: 0.315 0.877 0.261
H: 3.002 -0.360 0.255
H: 2.031 -0.246 -1.215
H: 2.577 -1.827 -0.663
C: 1.472 6.253 -2.176
O: 0.379 6.950 -1.645
C: 0.338 6.933 -0.245
C: 0.170 5.600 0.456
O: -1.068 4.968 0.201
C: -1.118 4.251 -1.010
H: 1.525 5.216 -1.812
H: 2.404 6.783 -1.973
H: 1.286 6.117 -3.247
H: -0.511 7.527 0.103
H: 1.246 7.414 0.169
H: 0.224 5.817 1.528
H: 1.018 4.914 0.289
H: -1.159 4.965 -1.835
H: -2.008 3.623 -1.022
H: -0.259 3.579 -1.135
C: 3.668 -4.860 0.373
O: 2.986 -5.000 -0.821
C: 3.705 -4.665 -2.010
C: 3.761 -3.167 -2.247
O: 4.601 -2.457 -1.386
C: 5.923 -2.943 -1.343
H: 3.079 -5.373 1.132
H: 3.727 -3.806 0.682
H: 4.675 -5.283 0.331
H: 3.049 -5.073 -2.779
H: 4.707 -5.101 -2.025
H: 2.738 -2.810 -2.162
H: 4.092 -2.991 -3.288
H: 6.594 -2.146 -1.010
H: 6.283 -3.189 -2.364
H: 6.046 -3.811 -0.692
C: -1.999 3.166 5.325
O: -1.120 2.897 6.367
C: -0.234 1.852 6.055
C: 0.596 1.489 7.239
O: 1.376 2.568 7.543
C: 2.122 2.343 8.650
H: -1.469 3.346 4.382
H: -2.580 4.041 5.595
H: -2.694 2.320 5.177
H: 0.415 2.048 5.189
H: -0.809 0.931 5.795
H: 1.248 0.685 6.850
H: 0.003 1.101 8.068
H: 1.512 2.296 9.557
H: 2.817 3.179 8.752
H: 2.738 1.440 8.537
C: -0.731 0.282 -2.069
O: -0.755 -0.551 -3.169
C: 0.424 -1.318 -3.234
C: 0.209 -2.497 -4.132
O: -0.301 -2.048 -5.399
C: 0.054 -2.899 -6.455
H: -0.540 -0.260 -1.152
H: -1.707 0.766 -2.043
H: -0.025 1.125 -2.204
H: 0.612 -1.704 -2.211
H: 1.282 -0.707 -3.541
H: -0.438 -3.286 -3.729
H: 1.201 -2.963 -4.315
H: -0.313 -2.455 -7.376
H: -0.380 -3.894 -6.286
H: 1.149 -2.987 -6.566

Summary:
- HOMO: -9.215 eV
- Spin multiplicity: 1
- E_tot: -97964.2279 eV
- Kohn-Sham gap: 8.54 eV
- ΔE to the lowest compared entry with this formula, charge and spin: 0.00 kJ/mol
- SMILES string: O=[N+]([O-])c1ccccc1.O=[N+]([O-])c1ccccc1.O=[N+]([O-])c1ccccc1.O=[N+]([O-])c1ccccc1.COCCOC.COCCOC.COCCOC.COCCOC.COCCOC.COCCOC
- LUMO: -0.7 eV

Results of the Löwdin charge analysis, in e, for atoms 1 through 4:
1. O 0.1149
2. N -0.3961
3. O 0.0951
4. C -0.1537


13 unconnected molecules or ions with the total composition C48H88O39, computed with ωB97M-V/def2-TZVPD.

Element x y z (Å)
C: -3.839 -2.304 -2.218
C: -2.797 -2.709 -1.150
O: -2.902 -4.112 -1.152
C: -4.071 -4.505 -1.716
O: -4.530 -5.591 -1.614
O: -4.639 -3.474 -2.370
H: -3.340 -2.071 -3.159
H: -4.449 -1.452 -1.929
H: -2.871 -2.161 -0.211
H: -1.810 -2.409 -1.510
C: 2.333 1.919 -4.967
C: 2.632 2.903 -6.086
O: 4.017 2.647 -6.377
C: 4.368 1.451 -5.851
O: 5.401 0.901 -6.041
O: 3.331 0.910 -5.177
H: 1.350 1.460 -5.026
H: 2.507 2.351 -3.979
H: 2.506 3.948 -5.813
H: 2.070 2.717 -7.002
C: -4.606 -2.061 2.082
C: -5.210 -3.457 2.224
O: -6.505 -3.297 1.649
C: -6.447 -2.274 0.767
O: -7.277 -1.981 -0.018
O: -5.274 -1.599 0.915
H: -3.532 -2.073 1.919
H: -4.844 -1.492 2.984
H: -5.245 -3.845 3.239
H: -4.644 -4.198 1.648
C: -0.234 -4.767 -5.570
C: -0.966 -4.328 -4.293
O: -0.464 -3.023 -4.023
C: 0.554 -2.731 -4.866
O: 1.223 -1.757 -4.825
O: 0.705 -3.701 -5.783
H: -0.871 -4.844 -6.449
H: 0.362 -5.669 -5.472
H: -0.754 -5.032 -3.487
H: -2.044 -4.251 -4.409
C: -7.304 5.192 -3.349
C: -6.533 4.002 -2.830
O: -5.134 4.280 -2.924
C: -4.290 3.270 -3.098
O: -4.547 2.112 -2.927
O: -3.118 3.746 -3.498
C: -2.089 2.769 -3.691
H: -8.372 4.967 -3.302
H: -7.069 5.395 -4.394
H: -7.126 6.073 -2.734
H: -6.804 3.097 -3.369
H: -6.802 3.823 -1.790
H: -2.282 2.188 -4.592
H: -1.997 2.132 -2.816
H: -1.188 3.358 -3.848
C: 0.386 3.232 0.788
C: 1.856 3.171 1.209
O: 2.078 2.732 2.535
C: 1.856 3.608 3.518
O: 1.367 4.694 3.414
O: 2.283 3.036 4.635
C: 2.257 3.796 5.829
H: 0.399 3.006 -0.288
H: -0.010 4.225 0.969
H: -0.272 2.460 1.192
H: 2.275 4.168 1.045
H: 2.438 2.522 0.564
H: 2.700 3.234 6.639
H: 1.237 4.114 6.057
H: 2.814 4.724 5.665
C: 0.890 -3.607 -0.492
C: 0.164 -4.696 0.279
O: 0.869 -5.959 0.333
C: 2.086 -5.999 0.844
O: 2.742 -5.068 1.238
O: 2.483 -7.268 0.848
C: 3.737 -7.496 1.475
H: 1.195 -3.996 -1.462
H: 1.776 -3.332 0.077
H: 0.272 -2.713 -0.556
H: -0.758 -5.007 -0.208
H: -0.071 -4.414 1.308
H: 4.542 -6.980 0.953
H: 3.923 -8.566 1.475
H: 3.726 -7.170 2.516
C: 2.427 -1.495 8.814
C: 2.068 -0.123 8.246
O: 2.411 -0.019 6.849
C: 1.518 -0.518 6.006
O: 0.579 -1.214 6.298
O: 1.859 -0.131 4.782
C: 1.159 -0.722 3.692
H: 3.149 -1.347 9.622
H: 2.893 -2.169 8.103
H: 1.568 -1.971 9.285
H: 2.684 0.621 8.741
H: 1.016 0.136 8.347
H: 1.880 -1.402 3.230
H: 0.913 0.023 2.939
H: 0.262 -1.265 3.973
C: -6.859 2.624 1.083
C: -6.535 1.366 0.276
O: -6.828 1.468 -1.101
C: -8.078 1.210 -1.485
O: -8.974 1.058 -0.694
O: -8.143 1.166 -2.803
C: -9.426 0.952 -3.363
H: -7.916 2.696 1.324
H: -6.543 3.511 0.527
H: -6.269 2.601 2.001
H: -7.115 0.558 0.719
H: -5.470 1.185 0.367
H: -9.895 1.914 -3.581
H: -10.110 0.386 -2.732
H: -9.322 0.394 -4.291
C: 8.603 -4.250 -0.061
C: 7.210 -3.947 -0.592
O: 7.303 -3.079 -1.720
C: 6.567 -1.975 -1.695
O: 5.653 -1.764 -0.942
O: 7.097 -1.127 -2.577
C: 6.409 0.110 -2.773
H: 8.687 -5.235 0.396
H: 8.843 -3.507 0.706
H: 9.420 -4.176 -0.779
H: 6.642 -3.444 0.191
H: 6.652 -4.847 -0.855
H: 6.282 0.646 -1.830
H: 5.439 -0.072 -3.238
H: 6.990 0.717 -3.460
C: 9.365 2.237 -0.314
C: 8.225 2.706 0.591
O: 7.538 1.553 1.070
C: 6.220 1.632 1.194
O: 5.551 2.630 1.089
O: 5.742 0.422 1.414
C: 4.333 0.254 1.493
H: 8.999 1.388 -0.893
H: 10.258 1.929 0.229
H: 9.644 3.016 -1.022
H: 7.542 3.267 -0.049
H: 8.565 3.372 1.380
H: 3.842 0.605 2.407
H: 4.192 -0.823 1.572
H: 3.914 0.730 0.612
C: 2.496 -0.770 -1.951
C: 1.686 -0.086 -0.882
O: 0.359 0.228 -1.349
C: -0.600 0.154 -0.451
O: -0.493 -0.181 0.704
O: -1.726 0.592 -1.012
C: -2.887 0.655 -0.186
H: 1.856 -1.518 -2.421
H: 3.428 -1.179 -1.570
H: 2.733 -0.105 -2.778
H: 2.118 0.841 -0.501
H: 1.605 -0.722 0.004
H: -2.664 0.676 0.879
H: -3.532 -0.186 -0.432
H: -3.439 1.567 -0.401
C: -1.745 1.459 4.266
C: -2.637 2.683 4.144
O: -3.028 2.862 2.788
C: -2.644 3.928 2.091
O: -1.971 4.839 2.467
O: -3.161 3.772 0.871
C: -2.961 4.795 -0.111
H: -1.045 1.345 3.438
H: -2.338 0.542 4.299
H: -1.202 1.470 5.213
H: -2.170 3.580 4.545
H: -3.557 2.441 4.673
H: -3.780 4.606 -0.806
H: -2.053 4.559 -0.662
H: -3.054 5.797 0.291

Summary:
- HOMO: -10.541 eV
- Spin multiplicity: 1
- E_tot: -131057.0789 eV
- Kohn-Sham gap: 10.81 eV
- ΔE to the lowest compared entry with this formula, charge and spin: 0.00 kJ/mol
- LUMO: 0.3 eV

Results of the Löwdin charge analysis, in e, for atoms 1 through 4:
1. C -0.0839
2. C -0.1268
3. O 0.0445
4. C -0.5750